[1]
{"formula": "C47H37ClN3O2P2V", "method": "ωB97M-V with the def2-TZVPD basis set", "species": ["V", "O", "C", "O", "C", "C", "C", "N", "C", "C", "C", "C", "C", "C", "C", "N", "C", "C", "C", "C", "C", "N", "H", "H", "H", "H", "H", "H", "H", "H", "H", "H", "Cl", "C", "C", "C", "C", "C", "C", "P", "C", "C", "C", "C", "C", "C", "C", "C", "C", "C", "C", "C", "H", "H", "H", "H", "H", "H", "H", "H", "H", "H", "H", "H", "H", "H", "C", "P", "C", "C", "C", "C", "C", "C", "C", "C", "C", "C", "C", "C", "H", "H", "H", "H", "H", "H", "H", "H", "H", "H", "H", "H", "H"], "positions_angstrom": [[-0.8632, -0.5519, 0.0132], [5.4948, 1.0059, -1.2589], [5.1341, 0.7490, -0.1231], [5.6312, 0.7599, 0.9897], [3.5971, 0.3150, -0.0789], [2.9343, 0.0171, -1.2591], [1.5739, -0.2576, -1.1942], [0.9265, -0.2520, -0.0182], [1.5557, 0.0617, 1.1270], [2.9163, 0.3447, 1.1293], [0.6489, 0.0324, 2.2619], [1.0025, 0.3308, 3.5783], [0.0628, 0.1882, 4.5818], [-1.2137, -0.2609, 4.2452], [-1.5014, -0.4938, 2.9157], [-0.6135, -0.3362, 1.9308], [0.6649, -0.4671, -2.3061], [1.0412, -0.4187, -3.6465], [0.0869, -0.6126, -4.6235], [-1.2252, -0.8666, -4.2327], [-1.5280, -0.8847, -2.8866], [-0.6197, -0.6775, -1.9306], [3.4861, 0.0399, -2.1847], [3.4507, 0.6095, 2.0275], [2.0044, 0.6581, 3.8060], [0.3046, 0.4193, 5.6070], [-1.9766, -0.4005, 4.9967], [-2.4971, -0.8081, 2.6167], [2.0704, -0.2313, -3.8993], [0.3458, -0.5552, -5.6668], [-1.9996, -1.0349, -4.9635], [-2.5479, -1.0650, -2.5585], [-3.2792, -0.5224, -0.0072], [-3.8452, 1.0972, -0.2885], [-5.2026, 1.3520, -0.3973], [-5.6307, 2.6525, -0.6144], [-4.7165, 3.6895, -0.7219], [-3.3654, 3.4267, -0.6127], [-2.9147, 2.1259, -0.4018], [-1.1404, 1.7574, -0.2275], [-0.6340, 3.1117, 0.8889], [-0.7731, 2.9251, 2.2616], [-0.3737, 3.9108, 3.1457], [0.1335, 5.1083, 2.6681], [0.2276, 5.3190, 1.3019], [-0.1452, 4.3276, 0.4143], [-0.4374, 2.3151, -1.8005], [-1.1838, 2.3969, -2.9704], [-0.5715, 2.7970, -4.1441], [0.7874, 3.0687, -4.1661], [1.5405, 2.9605, -3.0062], [0.9313, 2.5858, -1.8256], [-5.9185, 0.5503, -0.3111], [-6.6863, 2.8553, -0.6924], [-5.0593, 4.6982, -0.8871], [-2.6382, 4.2216, -0.6875], [-1.2063, 2.0093, 2.6392], [-0.4596, 3.7435, 4.2089], [0.4423, 5.8804, 3.3557], [0.5961, 6.2579, 0.9181], [-0.0450, 4.5046, -0.6465], [-2.2385, 2.1508, -2.9605], [-1.1653, 2.9009, -5.0395], [1.2601, 3.3659, -5.0888], [2.5985, 3.1698, -3.0088], [1.5082, 2.5222, -0.9092], [-1.5403, -4.2173, -0.3214], [-0.3809, -2.8865, 0.1848], [-0.0903, -3.2542, 1.9436], [-1.1083, -3.7829, 2.7347], [-0.9161, -3.9589, 4.0939], [0.2908, -3.6178, 4.6803], [1.2912, -3.0472, 3.9107], [1.0925, -2.8359, 2.5589], [1.1331, -3.4573, -0.6819], [1.1525, -3.3264, -2.0707], [2.2988, -3.5999, -2.7928], [3.4435, -4.0311, -2.1425], [3.4046, -4.2549, -0.7766], [2.2620, -3.9707, -0.0497], [-1.1813, -5.1785, 0.0492], [-1.5888, -4.2532, -1.4096], [-2.5413, -4.0283, 0.0634], [-2.0554, -4.0680, 2.2964], [-1.7015, -4.3857, 4.6963], [0.4630, -3.7948, 5.7301], [2.2365, -2.7730, 4.3555], [1.8620, -2.3412, 1.9785], [0.2567, -3.0246, -2.6000], [2.2926, -3.4649, -3.8635], [4.3530, -4.2133, -2.6951], [4.2718, -4.6462, -0.2665], [2.2543, -4.1778, 1.0085]], "atomic_forces_ev_per_a": [[-5.14, -0.95, -0.03], [0.71, 0.31, -1.16], [-1.76, -0.57, 0.17], [0.83, 0.15, 1.01], [0.82, 0.30, -0.07], [-0.60, -0.14, 0.48], [0.85, 0.15, -0.10], [3.37, 0.30, -0.06], [0.89, 0.22, 0.09], [-0.66, -0.10, -0.32], [0.03, 0.26, 0.62], [-0.16, -0.04, -0.16], [-0.16, -0.06, -0.34], [0.21, 0.13, -0.15], [-0.61, -0.13, 0.37], [1.07, 0.48, 2.21], [0.05, -0.03, -0.56], [-0.17, -0.04, 0.16], [-0.09, 0.01, 0.34], [0.12, -0.03, 0.14], [-0.58, -0.15, -0.44], [0.95, 0.04, -1.97], [0.15, 0.08, -0.10], [0.22, -0.01, 0.07], [0.11, 0.02, -0.04], [0.09, 0.00, 0.10], [-0.03, -0.04, -0.02], [0.13, 0.02, 0.06], [0.15, 0.04, -0.03], [0.08, -0.04, -0.17], [-0.10, -0.02, -0.01], [0.14, 0.03, -0.03], [-0.26, -1.05, 0.17], [-0.05, 1.55, -0.30], [0.00, -0.27, 0.05], [0.08, -0.08, 0.03], [-0.01, 0.01, -0.01], [-0.08, -0.22, 0.00], [-0.09, -0.30, 0.07], [-0.54, 1.57, -0.40], [0.12, -0.27, 0.10], [0.02, -0.04, -0.10], [-0.06, 0.05, 0.08], [-0.03, 0.00, -0.01], [0.00, 0.11, 0.04], [-0.02, -0.07, -0.01], [0.05, -0.06, 0.04], [0.01, 0.01, 0.21], [-0.01, -0.02, -0.13], [-0.01, 0.03, -0.03], [0.10, 0.01, -0.02], [-0.16, 0.03, 0.06], [-0.08, -0.12, 0.02], [-0.14, -0.01, -0.02], [-0.05, 0.11, -0.02], [0.01, 0.12, -0.01], [0.02, 0.01, 0.07], [-0.04, 0.00, 0.10], [0.04, 0.06, 0.07], [0.06, 0.09, 0.00], [0.00, 0.03, 0.02], [-0.04, 0.11, -0.03], [-0.01, -0.03, -0.14], [0.06, 0.08, -0.10], [0.16, 0.02, -0.06], [0.08, 0.03, -0.06], [0.00, 0.11, 0.10], [-0.01, -1.36, 0.16], [0.00, 0.17, 0.01], [0.10, -0.09, -0.15], [0.03, -0.11, 0.13], [0.05, -0.01, -0.01], [0.06, -0.02, -0.02], [-0.13, -0.16, -0.09], [-0.12, 0.12, 0.03], [-0.12, -0.09, 0.11], [0.03, -0.02, -0.05], [0.00, -0.03, -0.01], [0.12, 0.00, -0.02], [-0.09, -0.02, 0.02], [-0.02, 0.02, -0.06], [0.00, 0.03, -0.01], [-0.06, 0.00, -0.02], [-0.01, -0.05, -0.03], [-0.14, -0.06, 0.07], [-0.05, -0.02, 0.14], [0.06, 0.07, 0.08], [0.02, -0.14, 0.05], [-0.01, 0.04, -0.03], [0.04, -0.02, -0.14], [0.04, -0.04, -0.06], [0.08, -0.01, 0.03], [0.04, 0.02, 0.00]], "mulliken_spin": [1.03, 0.00, 0.00, 0.00, -0.01, 0.02, 0.03, -0.06, 0.04, 0.02, 0.03, -0.02, 0.03, -0.02, 0.06, -0.10, 0.00, -0.02, 0.03, -0.02, 0.07, -0.08, 0.00, 0.00, 0.00, 0.00, 0.00, 0.00, 0.00, 0.00, 0.00, 0.00, -0.02, 0.01, 0.00, 0.00, 0.00, 0.00, -0.02, 0.04, 0.01, 0.00, 0.00, 0.00, 0.00, 0.00, 0.00, 0.00, 0.00, 0.00, 0.00, -0.01, 0.00, 0.00, 0.00, 0.00, -0.01, 0.00, 0.00, 0.00, 0.00, 0.00, 0.00, 0.00, 0.00, 0.00, -0.01, -0.05, 0.03, 0.00, 0.00, 0.00, 0.00, 0.00, 0.00, 0.00, 0.00, 0.00, 0.00, 0.00, 0.00, 0.00, 0.00, 0.00, 0.00, 0.00, 0.00, 0.00, -0.01, 0.00, 0.00, 0.00, 0.00], "relative_energy_kcal_mol": 12.6, "e_lumo_ha": [-0.1206, -0.1363], "gap_ev": [6.46, 5.95], "multiplicity": 2, "homo_energy_ha": [-0.3578, -0.3548], "total_charge": 1, "fmax_ev_per_a": 5.2, "s2": 0.77}

***

[2]
{"formula": "C47H39Cl3O29", "method": "ωB97M-V with the def2-TZVPD basis set", "species": ["O", "C", "C", "C", "O", "C", "O", "C", "C", "O", "H", "H", "H", "H", "O", "C", "C", "C", "O", "C", "O", "C", "C", "O", "H", "H", "H", "H", "O", "C", "C", "C", "O", "C", "O", "C", "C", "O", "H", "H", "H", "H", "O", "C", "C", "C", "O", "C", "O", "C", "C", "O", "H", "H", "H", "H", "O", "C", "C", "C", "O", "C", "O", "C", "C", "O", "H", "H", "H", "H", "O", "C", "C", "C", "O", "C", "O", "C", "C", "O", "H", "H", "H", "H", "O", "C", "C", "C", "O", "C", "O", "C", "C", "O", "H", "H", "H", "H", "Cl", "C", "Cl", "Cl", "H", "C", "C", "O", "C", "C", "H", "H", "H", "H", "H", "H", "H", "H", "H", "H"], "positions_angstrom": [[-6.0969, -10.1870, 6.9997], [-5.1736, -9.6251, 6.4047], [-4.9688, -9.6963, 4.9715], [-3.8200, -9.3162, 4.3099], [-3.6247, -9.3947, 2.9148], [-2.7027, -8.5625, 4.9719], [-1.6815, -8.0994, 4.4830], [-3.0114, -8.3439, 6.3767], [-4.0862, -8.8303, 7.0424], [-4.3073, -8.5849, 8.3910], [-5.6971, -10.2602, 4.4077], [-2.6766, -9.3494, 2.7706], [-2.3271, -7.8189, 7.0266], [-5.2225, -8.8159, 8.5660], [6.3408, 6.9205, 1.0804], [5.7718, 6.1143, 0.3355], [5.4404, 6.3178, -1.0462], [5.1296, 5.3156, -1.8943], [4.5769, 5.5055, -3.1549], [5.0043, 3.9092, -1.4991], [4.8578, 2.9453, -2.2564], [4.9578, 3.7421, -0.0620], [5.3777, 4.7051, 0.7752], [5.5037, 4.5430, 2.1224], [5.5966, 7.2772, -1.5168], [4.5660, 4.6691, -3.6260], [4.6855, 2.7914, 0.3721], [5.7582, 5.4036, 2.4633], [0.9766, -1.7797, -10.3199], [1.5295, -0.8958, -9.6897], [1.7286, -0.9646, -8.2475], [2.3592, -0.0361, -7.4994], [2.4757, -0.2583, -6.1428], [3.1092, 1.1201, -8.0580], [3.7514, 1.9214, -7.3966], [2.8930, 1.1441, -9.5337], [2.2249, 0.2512, -10.2791], [2.1203, 0.3718, -11.6444], [1.3440, -1.8363, -7.7390], [2.7780, 0.5282, -5.6827], [3.2542, 2.0469, -10.0036], [2.0219, -0.4785, -12.0789], [-6.9554, -1.7978, -1.0992], [-6.4982, -0.6634, -1.0786], [-6.2746, 0.0900, 0.1380], [-5.8317, 1.3727, 0.1782], [-5.8596, 2.0150, 1.3657], [-5.3734, 2.1609, -0.9721], [-5.0343, 3.3679, -0.9631], [-5.3945, 1.3515, -2.2325], [-5.9734, 0.0838, -2.2450], [-6.0163, -0.6958, -3.3695], [-6.5563, -0.3823, 1.0675], [-5.6904, 2.9542, 1.2609], [-4.8769, 1.7129, -3.1088], [-6.2829, -1.6079, -3.2334], [1.1822, 8.5796, 0.1208], [0.6118, 8.4989, -1.0266], [0.8941, 9.4407, -2.1101], [0.3481, 9.3984, -3.3219], [0.6170, 10.4223, -4.1588], [-0.4268, 8.2361, -3.8520], [-0.7646, 8.0409, -5.0598], [-0.8004, 7.2978, -2.7771], [-0.3482, 7.4522, -1.4883], [-0.6653, 6.5130, -0.5789], [1.5425, 10.2652, -1.8530], [0.3462, 10.2138, -5.0559], [-1.4127, 6.4321, -2.9823], [-0.2644, 6.7366, 0.2643], [2.5970, -7.0136, -3.6210], [2.7321, -6.4704, -2.5393], [3.3997, -5.1134, -2.3811], [3.5216, -4.5069, -1.1484], [4.2846, -3.3672, -0.9986], [3.0083, -5.0933, 0.1132], [2.9588, -4.5548, 1.2235], [2.4706, -6.4536, -0.0340], [2.3784, -7.1143, -1.1954], [1.8478, -8.3603, -1.1997], [3.9669, -4.6788, -3.1909], [4.2103, -3.0841, -0.0843], [2.1668, -6.9927, 0.8511], [1.5264, -8.6217, -2.0657], [0.4692, 4.9475, 4.8362], [0.5835, 4.1892, 5.7989], [1.4310, 2.9734, 5.6596], [1.7801, 2.1931, 6.6648], [2.7950, 1.2599, 6.5044], [1.3099, 2.3704, 8.0675], [1.7067, 1.7117, 9.0346], [0.2654, 3.4034, 8.2326], [-0.0530, 4.2551, 7.1931], [-1.0171, 5.2029, 7.3428], [1.6902, 2.6812, 4.6527], [2.9026, 0.7381, 7.3031], [-0.2177, 3.3461, 9.1968], [-1.5236, 4.9262, 8.1099], [-3.2433, -3.2238, 5.3905], [-2.0965, -2.0152, 4.7620], [-0.5988, -2.0224, 5.7009], [-2.9002, -0.3892, 4.9261], [-1.9367, -2.0850, 3.6861], [-1.8230, -3.8171, -0.2378], [-1.0286, -2.7787, -1.0336], [-0.9765, -1.6236, -0.2442], [-0.4628, -0.4036, -0.7808], [0.1581, 0.3895, 0.3895], [-1.2559, -3.8804, 0.6909], [-2.8577, -3.5180, -0.0706], [-1.7686, -4.8330, -0.6290], [-0.0124, -3.0731, -1.2957], [-1.5572, -2.5924, -1.9685], [0.3043, -0.7090, -1.4925], [-1.1661, 0.2012, -1.3532], [-0.5785, 0.6250, 1.1576], [0.6683, 1.2640, -0.0143], [0.9623, -0.1865, 0.8472]], "atomic_forces_ev_per_a": [[1.47, 1.26, -0.51], [-0.21, -0.57, -0.35], [1.32, -0.59, -2.38], [-0.44, 0.24, -2.08], [-1.39, -0.69, 2.45], [0.07, 0.62, 1.72], [-1.24, -1.05, -0.60], [-0.48, -0.29, 2.08], [-0.42, 0.67, 1.86], [1.10, 0.11, -1.82], [-0.18, 0.10, -0.13], [0.45, 0.34, -0.04], [0.36, 0.25, -0.34], [-0.39, -0.40, 0.14], [-1.32, -1.57, -0.86], [0.89, -0.14, 0.18], [0.49, 0.58, -2.05], [-1.82, 0.45, -2.07], [1.45, 1.21, 1.58], [-0.41, -2.17, 1.16], [0.22, 1.79, 0.15], [0.45, -0.18, 1.13], [0.34, 0.65, 1.82], [-0.52, -0.66, -1.47], [-0.25, 0.35, 0.28], [0.05, -0.64, 0.03], [0.08, -0.20, -0.21], [0.32, 0.54, 0.32], [0.14, 0.80, -0.14], [0.74, -1.22, 1.08], [-0.23, 0.10, 1.02], [0.31, -1.12, 2.13], [-0.52, -0.23, -1.28], [-0.97, 0.02, -1.05], [-0.70, -0.99, -0.68], [0.47, 1.40, -0.16], [0.11, 0.43, -1.90], [0.53, 0.96, 1.16], [-0.18, -0.02, 0.02], [0.36, 0.41, -0.17], [0.34, -0.09, -0.31], [-0.41, -0.45, 0.30], [0.36, 0.98, -0.72], [0.56, 0.44, 1.68], [-0.08, 0.58, 0.76], [-0.79, -0.10, 1.96], [-0.05, -0.66, -0.05], [0.53, 1.43, -2.95], [-0.86, -3.09, 0.83], [-0.84, -1.96, 0.61], [0.81, -0.11, -2.35], [0.78, 2.01, -0.27], [-0.12, 0.07, 0.11], [0.33, 0.36, -0.37], [-0.25, 0.16, -0.08], [-0.35, -0.13, 0.85], [-2.69, -0.99, -4.03], [2.14, 1.27, 1.66], [0.35, 0.33, 1.49], [0.61, 0.79, -1.61], [0.02, -0.21, 0.35], [-1.81, -1.80, -1.65], [1.49, 1.39, 3.59], [0.72, 0.56, 1.08], [-0.48, -1.62, -0.12], [-0.30, 0.17, -0.55], [0.01, 0.12, -0.07], [-0.31, -0.31, -0.34], [-0.03, 0.05, -0.21], [0.31, 0.22, 0.43], [-0.26, 0.11, 1.25], [1.15, 1.19, 0.17], [-0.10, -0.10, 2.00], [1.36, 0.79, -1.47], [-0.99, -1.24, -0.76], [-1.43, -1.18, 1.45], [0.78, 0.18, -1.99], [0.36, -0.38, -0.12], [-0.91, -0.19, -0.78], [0.27, 0.45, 0.36], [-0.34, -0.04, -0.32], [-0.09, 0.08, 0.53], [-0.09, 0.24, 0.21], [0.25, 0.13, -0.54], [-0.49, -0.78, 2.36], [0.76, -0.72, -1.00], [-0.93, 0.40, -0.88], [2.66, -1.62, 0.97], [-1.39, 0.88, -0.60], [-0.69, 0.32, 1.39], [-0.19, 0.55, -1.90], [0.48, 0.20, -2.01], [-0.55, 0.19, 1.37], [0.56, -0.66, -0.56], [0.46, 0.34, -0.06], [-0.20, -0.01, 0.54], [-0.21, 0.54, 0.03], [-0.27, 0.34, 0.31], [0.51, 0.10, -0.47], [-0.81, 1.04, 0.59], [-0.25, -0.12, -0.48], [0.37, -0.44, -0.06], [0.21, -0.55, 0.36], [1.34, 0.02, 0.30], [-0.86, 0.04, -0.64], [-0.70, 0.95, 0.85], [1.01, -0.86, 0.56], [0.19, -0.55, -0.84], [-0.48, -0.02, 0.49], [0.18, 0.04, 0.01], [-0.15, 0.16, -0.46], [0.18, -0.43, 0.06], [-0.02, 0.22, -0.34], [0.41, 0.30, -0.15], [-0.56, -0.16, 0.18], [0.02, 0.21, -0.17], [-0.38, 0.35, 0.12], [-0.17, -0.27, 0.07]], "lowdin_charge": [0.11, -0.32, 0.08, -0.15, 0.07, -0.33, 0.12, 0.07, -0.19, 0.08, 0.13, 0.10, 0.14, 0.10, 0.11, -0.30, 0.07, -0.18, 0.09, -0.33, 0.10, 0.06, -0.19, 0.10, 0.14, 0.10, 0.14, 0.10, 0.13, -0.34, 0.07, -0.20, 0.08, -0.30, 0.12, 0.08, -0.22, 0.08, 0.14, 0.11, 0.13, 0.11, 0.12, -0.34, 0.07, -0.22, 0.10, -0.29, 0.09, 0.09, -0.19, 0.08, 0.14, 0.11, 0.12, 0.11, 0.07, -0.26, 0.05, -0.23, 0.10, -0.27, 0.07, 0.08, -0.22, 0.10, 0.14, 0.11, 0.13, 0.11, 0.11, -0.29, 0.09, -0.20, 0.08, -0.31, 0.10, 0.06, -0.22, 0.09, 0.13, 0.10, 0.14, 0.11, 0.11, -0.27, 0.06, -0.21, 0.08, -0.31, 0.10, 0.07, -0.18, 0.09, 0.14, 0.10, 0.13, 0.11, 0.50, -1.48, 0.52, 0.45, 0.01, -0.06, -0.29, -0.18, -0.25, -0.06, 0.07, 0.08, 0.07, 0.11, 0.11, 0.11, 0.11, 0.07, 0.07, 0.07], "e_lumo_ha": -0.0754, "gap_ev": 7.57, "homo_energy_ha": -0.3537, "fmax_ev_per_a": 4.9}